Record 1
The ion C5H14NO2 with charge +1, computed with wB97M-V/def2-TZVPD.

Structure (XYZ):
```
22
C5H14NO2, DFT wB97M-V/def2-TZVPD
C 2.25 -0.62 0.02
H 3.06 -2.29 1.19
H 3.05 0.10 0.27
C -1.60 0.18 -1.21
H 0.56 -1.17 2.02
H -2.51 2.27 -0.80
H -0.67 2.27 -0.45
H 0.12 -1.13 -1.52
H 2.56 -1.10 -1.04
C 0.74 -0.10 0.18
H -0.40 -1.58 0.83
C -1.62 1.55 -0.47
O -1.54 1.26 1.00
C -0.09 -0.08 -1.15
H -0.81 -0.02 1.58
H -2.39 1.61 1.49
H 0.48 0.64 -1.86
H -2.01 -0.01 -2.28
H -2.39 -0.41 -0.70
O 2.40 -1.55 1.03
H 0.87 0.95 0.58
N -0.07 -0.77 1.29
```

Computed properties:
* structure (SMILES): [NH3+][C@@H](CO)CCCO
* total charge: +1
* multiplicity: 1
* energy: -403.8065 Ha
* energy above the lowest of the compared OMol25 structures with the same formula, charge and spin: 3.670 eV



Record 2
A cluster of 2 separate species, C5H14NO2 in total, computed with wB97M-V/def2-TZVPD.

Structure (XYZ):
```
22
C5H14NO2, DFT wB97M-V/def2-TZVPD
H 2.07 -0.41 -0.10
H 2.71 1.94 -0.30
H 1.11 0.36 -1.27
C -1.93 -0.88 0.15
H -0.91 -0.90 -1.57
H 2.96 0.83 1.92
C -1.96 -1.04 -1.33
O -0.92 -0.74 0.85
C 2.16 1.53 1.76
H -2.92 -0.83 0.65
N 1.36 0.32 -0.24
H -2.61 -2.49 -2.81
H 0.49 0.00 0.29
C 1.83 1.64 0.26
H -2.57 -0.25 -1.78
H 1.00 2.34 0.09
H -3.67 -2.42 -1.38
H 2.66 2.59 3.30
C -2.64 -2.36 -1.74
H 1.25 1.18 2.26
H -2.07 -3.20 -1.32
O 2.60 2.78 2.30
```

Computed properties:
* total charge: +1
* multiplicity: 1
* energy: -403.8753 Ha
* energy above the lowest of the compared OMol25 structures with the same formula, charge and spin: 1.798 eV



Record 3
A cluster of 3 separate species, C5H14NO2 in total, computed with wB97M-V/def2-TZVPD.

Structure (XYZ):
```
22
C5H14NO2, DFT wB97M-V/def2-TZVPD
H -1.40 0.17 -1.10
H -0.59 -2.53 0.60
C -1.11 -0.24 -0.08
H 1.02 0.17 -0.29
O -0.96 3.51 0.79
H -1.64 3.16 1.42
C 2.13 -2.12 -0.76
H 0.42 -3.86 -0.36
C -0.17 -2.94 -0.37
H 0.41 5.64 2.25
H -0.70 -3.24 -2.40
O 1.05 6.49 2.38
H -1.83 -3.96 -1.29
H 1.40 6.90 3.19
H -1.70 -2.05 -1.55
H -0.99 0.40 0.80
N 0.33 -0.58 -0.30
H 2.65 -1.49 -1.47
C -1.24 -3.04 -1.46
H -0.54 4.48 1.03
C 0.83 -1.82 -0.49
H 2.62 -3.04 -0.55
```

Computed properties:
* total charge: +1
* multiplicity: 1
* energy: -403.6279 Ha
* energy above the lowest of the compared OMol25 structures with the same formula, charge and spin: 8.529 eV



Record 4
A cluster of 2 separate species, C5H14NO2 in total, computed with wB97M-V/def2-TZVPD.

Structure (XYZ):
```
22
C5H14NO2, DFT wB97M-V/def2-TZVPD
C 1.06 -1.39 0.52
O -1.68 1.69 -1.71
H -1.52 -0.75 0.39
H 2.34 1.82 1.97
H 2.48 -2.76 1.21
C 0.20 -0.99 -0.65
H -2.98 0.33 -1.08
H 0.88 -0.49 -1.35
H 1.29 -0.76 1.37
H 1.48 -3.27 -0.29
H 0.03 1.65 -0.40
H -1.66 2.03 -2.60
H -1.23 1.84 0.59
H -0.12 -1.88 -1.20
C -1.02 -0.12 -0.34
N -0.53 1.15 0.29
H 0.07 1.00 1.07
C -1.99 0.31 -1.49
H 1.51 1.81 3.27
C 1.73 -2.54 0.48
O 1.51 1.66 2.32
H -1.85 -0.31 -2.36
```

Computed properties:
* total charge: +1
* multiplicity: 1
* energy: -403.8694 Ha
* energy above the lowest of the compared OMol25 structures with the same formula, charge and spin: 1.959 eV



Record 5
A structure of composition C5H14NO2, computed with wB97M-V/def2-TZVPD.

Structure (XYZ):
```
22
C5H14NO2, DFT wB97M-V/def2-TZVPD
H -1.64 -2.72 -0.92
C -0.41 1.86 2.12
H -1.08 2.95 -0.70
H 1.66 -0.68 0.77
H -1.51 -0.78 2.46
C -0.44 0.67 1.41
H -0.54 0.76 -0.34
C 1.29 -0.68 -1.82
H 0.13 -2.08 -1.04
H -0.88 2.05 3.04
C 0.84 0.41 0.51
C 0.36 0.26 -1.12
H -1.03 -0.44 -1.17
H 1.60 1.19 0.79
O -1.05 -2.15 -0.33
H 0.20 2.61 1.47
H -1.03 -1.32 0.80
H 2.27 -0.32 -1.88
N -1.04 -0.51 1.59
O 1.14 -1.92 -1.15
H 0.81 -0.74 -2.87
H 0.34 1.58 -1.62
```

Computed properties:
* total charge: +1
* multiplicity: 1
* energy: -403.3183 Ha
* energy above the lowest of the compared OMol25 structures with the same formula, charge and spin: 16.954 eV



Record 6
A cluster of 2 separate species, C5H14NP in total, computed with wB97M-V/def2-TZVPD.

Structure (XYZ):
```
21
C5H14NP, DFT wB97M-V/def2-TZVPD
C -0.28 -1.00 -3.34
H -0.18 -1.86 2.57
H -2.91 0.72 2.21
H 0.23 2.22 2.34
C 1.19 -0.80 -2.98
H 1.86 -1.59 -3.13
H -0.93 -0.46 -2.67
H 1.03 1.58 1.10
H -0.47 2.35 0.85
H 2.64 0.50 -2.23
H 1.06 1.22 -2.25
H -2.19 -0.51 2.95
H 1.20 -0.79 2.73
C 0.16 -0.86 2.77
H -0.21 -0.60 3.70
H -0.59 -0.60 -4.28
P -0.72 0.04 1.44
C 1.62 0.28 -2.38
H -0.64 -1.95 -3.31
C 0.11 1.74 1.44
N -1.96 0.39 2.48
```

Computed properties:
* structure (SMILES): CP(C)N.C=CC
* multiplicity: 1
* energy: -594.9343 Ha
* energy above the lowest of the compared OMol25 structures with the same formula, charge and spin: 1.436 eV



Record 7
A cluster of 2 separate species, C5H14NP in total, computed with wB97M-V/def2-TZVPD.

Structure (XYZ):
```
21
C5H14NP, DFT wB97M-V/def2-TZVPD
P 2.18 0.62 0.00
C 3.68 0.97 -1.09
H 2.82 -1.49 0.56
C -3.52 0.17 2.00
H 4.50 0.93 -0.45
H 1.31 0.67 -2.16
H -3.21 1.22 2.41
H 3.54 1.95 -1.51
H 1.87 -1.46 -0.88
H -3.62 -1.13 -0.55
H 3.68 0.20 -1.88
N 2.08 -1.00 0.05
C 0.92 0.93 -1.17
H -2.02 -1.74 -0.61
C -2.68 -1.16 -0.04
H 0.22 0.22 -0.76
H -1.59 -0.97 1.74
H -4.47 0.18 1.39
H -3.73 -0.29 2.96
C -2.47 -0.71 1.18
H 0.51 1.91 -1.17
```

Computed properties:
* structure (SMILES): CP(C)N.C=CC
* multiplicity: 1
* energy: -594.9482 Ha
* energy above the lowest of the compared OMol25 structures with the same formula, charge and spin: 1.057 eV



Record 8
A cluster of 3 separate species, C5H14NS in total, computed with wB97M-V/def2-TZVPD.

Structure (XYZ):
```
21
C5H14NS, DFT wB97M-V/def2-TZVPD
H 0.58 0.80 1.29
H 1.10 0.82 -0.64
H 0.27 -2.15 -4.54
H 0.73 -0.77 -3.63
H 1.28 -2.29 -3.16
H 0.33 1.39 3.81
H -2.42 0.67 -0.36
H -1.50 1.16 -1.75
C -0.61 0.91 3.63
H -1.15 0.70 4.60
H 1.64 -0.89 -0.88
C -1.42 0.95 -0.68
S 0.50 -0.77 2.95
H -1.07 -1.20 -0.88
H -1.16 1.41 2.86
C 0.81 -0.19 -0.89
C 1.06 -0.12 1.52
H -1.10 1.85 -0.15
H 2.10 -0.25 1.21
C -0.53 -0.29 -0.64
N 0.59 -1.76 -3.67
```

Computed properties:
* total charge: +1
* multiplicity: 1
* energy: -651.4350 Ha
* energy above the lowest of the compared OMol25 structures with the same formula, charge and spin: 4.831 eV



Record 9
A cluster of 2 separate species, C5H14NS2 in total, computed with wB97M-V/def2-TZVPD.

Structure (XYZ):
```
22
C5H14NS2, DFT wB97M-V/def2-TZVPD
H -0.01 3.42 2.07
H 2.28 -2.64 -0.04
H -0.61 -1.07 -1.42
C 0.46 2.43 1.93
H 0.00 1.58 2.47
H -0.89 2.36 -2.70
H 1.02 -1.28 -1.68
H -1.04 -0.39 1.10
C 0.35 -1.70 0.28
S 0.51 2.01 0.10
H 1.28 -3.28 1.29
H 0.91 -3.65 -0.45
H 0.46 0.04 -0.81
H -0.22 -1.66 2.26
H 1.52 2.40 2.22
C 1.26 -2.89 0.26
N 0.31 -0.98 -1.01
H -2.63 2.01 -2.38
C -0.36 -1.22 1.28
S -1.55 2.07 -0.33
H -1.43 0.69 -2.35
C -1.60 1.74 -2.10
```

Computed properties:
* expectation value of S²: 0.755
* total charge: +2
* multiplicity: 2
* energy: -1049.3288 Ha
* energy above the lowest of the compared OMol25 structures with the same formula, charge and spin: 0.328 eV



Record 10
A cluster of 2 separate species, C5H14O in total, computed with wB97M-V/def2-TZVPD.

Structure (XYZ):
```
20
C5H14O, DFT wB97M-V/def2-TZVPD
H -0.92 1.29 4.12
O 0.73 -0.66 -2.73
C 0.36 -0.54 -1.40
H 2.31 -1.32 -1.35
H 1.41 -1.05 0.33
C 0.56 0.90 -0.80
C -0.85 0.85 3.10
H -3.01 0.63 2.67
C 1.39 -1.45 -0.70
H 0.51 1.60 -1.66
H 0.01 1.29 2.61
H -0.24 1.15 -0.15
H -0.45 -0.23 3.18
H 1.56 0.84 -0.28
H 1.10 -2.59 -0.68
H -0.77 -0.71 -1.32
H -1.86 -0.20 1.62
H -2.31 1.44 1.46
H 0.54 0.33 -3.04
C -2.07 0.70 2.18
```

Computed properties:
* structure (SMILES): CC(C)O.CC
* multiplicity: 1
* energy: -274.0695 Ha
* energy above the lowest of the compared OMol25 structures with the same formula, charge and spin: 1.974 eV



Number 1: strongest force on any atom 0.07925 hartree/bohr. Number 2: strongest force on any atom 0.04338 hartree/bohr. Number 3: strongest force on any atom 0.11245 hartree/bohr. Number 4: strongest force on any atom 0.06859 hartree/bohr. Number 5: strongest force on any atom 0.12963 hartree/bohr. Number 6: strongest force on any atom 0.08952 hartree/bohr. Number 7: strongest force on any atom 0.08844 hartree/bohr. Number 8: strongest force on any atom 0.05345 hartree/bohr. Number 9: strongest force on any atom 0.04884 hartree/bohr. Number 10: strongest force on any atom 0.10047 hartree/bohr.